DFT (the ωB97M-V functional and the def2-TZVPD basis) results for C45H40N4O12S2Tb as an isolated structure.

Structure (XYZ):
```
104
Properties=species:S:1:pos:R:3:lowdin_charge:R:1
Tb 0.538 -0.118 0.008 1.6324
O -0.592 3.497 1.743 0.0569
C -0.845 2.153 1.530 -0.5636
O 0.214 1.371 1.543 -0.2092
C -2.024 1.866 2.488 -0.0852
O -2.894 0.800 2.158 -0.0996
C -3.448 0.935 0.870 -0.0861
C -2.328 0.796 -0.154 -0.4253
O -0.405 2.006 -0.966 -0.0594
O -1.561 -0.279 0.132 -0.2525
H 0.145 3.752 1.167 0.1093
H -2.589 2.797 2.579 0.1353
H -1.567 1.604 3.438 0.1245
H -3.976 1.891 0.763 0.1363
H -4.135 0.105 0.716 0.1448
C 5.239 -6.755 0.223 -0.0569
C 4.751 -5.335 0.362 -0.2794
C 5.459 -4.420 1.135 -0.0439
C 5.012 -3.115 1.285 -0.0463
C 3.843 -2.725 0.655 -0.2621
C 3.115 -3.617 -0.124 -0.0414
C 3.579 -4.915 -0.264 -0.0413
S 3.268 -1.071 0.865 0.5910
O 4.327 -0.323 1.488 -0.2802
O 2.008 -1.186 1.615 -0.4045
N 2.821 -0.565 -0.551 -0.2179
C 3.344 0.612 -1.101 -0.3863
C 4.694 0.832 -1.386 -0.0140
C 5.053 2.015 -1.994 -0.0753
C 4.074 2.957 -2.302 -0.0787
C 2.769 2.663 -1.964 -0.1206
N 2.409 1.524 -1.375 0.0937
H 6.314 -6.787 0.041 0.0750
H 4.738 -7.264 -0.601 0.0713
H 5.043 -7.326 1.135 0.0791
H 6.372 -4.734 1.630 0.1108
H 5.555 -2.396 1.886 0.1106
H 2.195 -3.295 -0.601 0.0980
H 3.018 -5.619 -0.872 0.1129
H 5.422 0.077 -1.120 0.1118
H 6.093 2.209 -2.233 0.1016
H 4.320 3.895 -2.780 0.0945
H 1.968 3.376 -2.145 0.1086
O -0.837 -0.592 4.180 -0.4724
S -0.661 -1.374 2.922 1.0154
C -2.115 -2.420 2.728 -0.3429
C -2.858 -2.719 3.858 -0.0640
C -3.962 -3.548 3.737 -0.0862
C -4.313 -4.066 2.495 -0.0976
C -3.567 -3.744 1.368 -0.0706
C -2.461 -2.909 1.476 -0.0659
C 0.417 -2.764 3.386 -0.3489
C 0.679 -3.800 2.499 -0.0746
C 1.555 -4.804 2.874 -0.0810
C 2.166 -4.769 4.125 -0.0934
C 1.898 -3.723 4.997 -0.0809
C 1.019 -2.709 4.626 -0.0656
H -2.568 -2.286 4.809 0.1119
H -4.552 -3.790 4.613 0.0965
H -5.179 -4.711 2.403 0.0940
H -3.855 -4.129 0.397 0.1033
H -1.894 -2.618 0.601 0.0906
H 0.226 -3.805 1.511 0.1102
H 1.774 -5.611 2.184 0.0997
H 2.854 -5.554 4.413 0.0943
H 2.384 -3.686 5.965 0.0972
H 0.799 -1.872 5.278 0.1060
O -3.418 -0.393 -1.911 0.0816
C -2.871 0.647 -1.591 -0.3742
N -2.646 1.646 -2.483 0.1676
C -2.398 3.044 -2.163 -0.2341
C -1.294 3.199 -1.090 -0.4968
O -0.836 4.307 -0.859 0.0524
N -1.483 2.049 0.006 0.1021
C -1.867 3.676 -3.451 -0.1308
C -2.559 4.645 -4.162 -0.0134
C -2.024 5.169 -5.336 -0.0842
C -0.798 4.726 -5.804 -0.0989
C -0.108 3.743 -5.102 -0.0709
C -0.642 3.219 -3.938 -0.0107
C -3.670 3.729 -1.622 -0.1432
C -3.615 4.969 -0.981 -0.0144
C -4.774 5.568 -0.508 -0.0732
C -6.009 4.952 -0.675 -0.0994
C -6.073 3.729 -1.322 -0.0839
C -4.912 3.122 -1.790 -0.0298
H -2.903 1.427 -3.433 0.1638
H -3.516 5.001 -3.801 0.1131
H -2.571 5.931 -5.880 0.0975
H -0.378 5.144 -6.712 0.0955
H 0.849 3.385 -5.460 0.1030
H -0.115 2.436 -3.400 0.1196
H -2.653 5.442 -0.842 0.1140
H -4.708 6.523 -0.001 0.1005
H -6.911 5.422 -0.301 0.0955
H -7.027 3.235 -1.461 0.0992
H -4.985 2.159 -2.278 0.1134
C -1.026 -2.547 -2.868 0.0142
C -0.181 -1.763 -1.909 -0.6958
O 0.149 -0.580 -2.212 -0.1103
O 0.162 -2.290 -0.801 -0.1502
H -0.792 -2.258 -3.892 0.0828
H -2.068 -2.283 -2.666 0.0756
H -0.886 -3.616 -2.717 0.0793
```

- E_HOMO (spin up / spin down): -6.0517 / -6.0711 eV
- LUMO energy (spin up / spin down): 2.31 / 2.31 eV
- Charge: -1
- Expectation value of S²: 12.0400
- Frontier orbital gap (spin up / spin down): 8.36 / 8.38 eV
- Spin multiplicity: 7

=====

DFT (the ωB97M-V functional and the def2-TZVPD basis) results for C45H41INOPtTe as an isolated structure.

Structure (XYZ):
```
91
Properties=species:S:1:pos:R:3:lowdin_charge:R:1
Pt 0.183 -2.106 0.618 0.7765
I -0.778 -1.928 3.470 0.9229
C -1.496 -3.889 3.206 -0.6204
C -2.009 -4.491 4.321 -0.2016
C -2.574 -5.779 4.232 -0.1170
C -2.636 -6.403 3.023 -0.0691
C -2.122 -5.788 1.853 -0.1869
C -2.245 -6.439 0.606 -0.0839
C -1.768 -5.834 -0.522 -0.1043
C -1.115 -4.591 -0.444 -0.1610
C -0.923 -3.908 0.743 -0.2831
C -1.492 -4.503 1.920 -0.2381
H -1.990 -3.973 5.271 0.0675
H -2.967 -6.253 5.124 0.0884
H -3.091 -7.384 2.929 0.0975
H -2.730 -7.409 0.568 0.0921
H -1.876 -6.319 -1.488 0.0907
H -0.732 -4.156 -1.359 0.0738
C 2.251 -4.176 -1.265 -0.0595
C 2.928 -3.071 -0.452 -0.7715
O 4.173 -3.085 -0.356 -0.1033
N 2.129 -2.154 0.077 -0.3705
Te 2.825 -0.204 1.281 1.4253
C 3.415 1.817 2.165 -0.3412
C 2.968 2.203 3.437 -0.3277
C 1.939 1.416 4.220 -0.1044
C 3.450 3.369 4.042 -0.0465
C 4.377 4.184 3.420 -0.2993
C 4.896 5.435 4.080 -0.0764
C 4.824 3.805 2.158 -0.0433
C 4.364 2.651 1.535 -0.2942
C 4.902 2.318 0.167 -0.0766
C 2.009 0.833 -0.394 -0.3914
C 2.529 0.647 -1.680 -0.3091
C 3.654 -0.297 -2.011 -0.0886
C 1.977 1.362 -2.746 -0.0308
C 0.928 2.247 -2.578 -0.2765
C 0.341 3.004 -3.738 -0.0514
C 0.412 2.404 -1.299 -0.0262
C 0.927 1.713 -0.210 -0.2977
C 0.275 1.920 1.129 -0.0783
H 3.014 -4.826 -1.695 0.0579
H 1.643 -3.735 -2.058 0.0597
H 1.581 -4.756 -0.629 0.0451
H 1.628 0.518 3.691 -0.0174
H 1.050 2.027 4.403 0.0774
H 2.337 1.118 5.194 0.0740
H 3.079 3.643 5.028 0.1054
H 4.395 5.610 5.034 0.0620
H 4.736 6.314 3.450 0.0686
H 5.970 5.367 4.274 0.0687
H 5.556 4.428 1.646 0.1038
H 5.759 2.949 -0.081 0.0652
H 4.136 2.460 -0.598 0.0732
H 5.204 1.270 0.115 0.0550
H 4.172 -0.675 -1.134 0.0149
H 4.374 0.194 -2.674 0.0760
H 3.262 -1.173 -2.532 0.0831
H 2.391 1.212 -3.740 0.1089
H 0.920 2.837 -4.649 0.0694
H 0.321 4.079 -3.537 0.0724
H -0.682 2.687 -3.931 0.0528
H -0.437 3.065 -1.147 0.1140
H -0.615 2.545 1.024 0.0731
H 0.958 2.397 1.832 0.0552
H -0.026 0.957 1.551 0.0334
C -1.193 -1.040 -0.363 -0.1843
C -2.046 -0.376 -0.963 -0.1597
C -3.025 0.335 -1.641 -0.1612
C -4.204 0.767 -0.886 -0.1736
C -5.471 0.949 -1.463 -0.0577
C -6.565 1.319 -0.698 -0.1148
C -6.438 1.519 0.670 -0.1271
C -5.195 1.322 1.264 -0.0971
C -4.102 0.948 0.505 -0.0223
C -2.837 0.619 -3.062 -0.1762
C -3.495 1.662 -3.737 -0.0615
C -3.267 1.909 -5.082 -0.1205
C -2.365 1.136 -5.801 -0.1314
C -1.675 0.123 -5.141 -0.1005
C -1.900 -0.129 -3.800 -0.0245
H -5.606 0.757 -2.519 0.1012
H -7.532 1.437 -1.174 0.0887
H -7.295 1.809 1.267 0.0838
H -5.078 1.456 2.333 0.0953
H -3.140 0.778 0.971 0.1061
H -4.164 2.312 -3.189 0.0996
H -3.784 2.729 -5.567 0.0898
H -2.185 1.333 -6.851 0.0847
H -0.946 -0.474 -5.676 0.0966
H -1.347 -0.903 -3.284 0.1098
```

- E_HOMO (spin up / spin down): -0.5101 / -1.7413 eV
- LUMO energy (spin up / spin down): 4.04 / 4.00 eV
- Charge: -2
- Expectation value of S²: 3.7912
- Frontier orbital gap (spin up / spin down): 4.55 / 5.74 eV
- Spin multiplicity: 4

=====

DFT (the ωB97M-V functional and the def2-TZVPD basis) results for C45H41N4OPSV as an isolated structure.

Structure (XYZ):
```
94
Properties=species:S:1:pos:R:3:lowdin_charge:R:1
V 0.433 0.248 -0.140 0.8165
C 0.634 1.787 -5.461 -0.0788
C -0.319 0.846 -5.111 -0.0662
C -0.697 0.683 -3.789 -0.0374
C -0.107 1.455 -2.789 -0.3326
C 0.839 2.417 -3.157 -0.0357
C 1.204 2.581 -4.479 -0.0749
N -0.442 1.350 -1.429 -0.0550
C -1.198 2.350 -0.933 -0.2069
C -2.027 3.221 -1.658 0.0089
C -2.689 4.232 -1.000 -0.0558
C -2.526 4.431 0.376 -0.0701
C -1.698 3.613 1.107 -0.0073
C -1.037 2.556 0.465 -0.2005
N -0.107 1.712 0.954 -0.1120
N 0.511 1.969 2.067 0.1108
C 1.595 1.207 2.233 -0.3340
C 2.486 1.416 3.309 0.0240
C 3.650 0.690 3.344 -0.0383
C 3.888 -0.269 2.350 -0.0373
C 2.943 -0.457 1.363 -0.1206
N 1.829 0.260 1.286 -0.0354
H 0.913 1.915 -6.495 0.1097
H -0.792 0.256 -5.880 0.1093
H -1.488 -0.009 -3.544 0.1150
H 1.274 3.029 -2.377 0.1331
H 1.927 3.335 -4.752 0.1142
H -2.155 3.070 -2.722 0.1206
H -3.337 4.895 -1.556 0.1107
H -3.068 5.229 0.864 0.1095
H -1.551 3.767 2.163 0.1112
H 2.230 2.160 4.046 0.1227
H 4.385 0.850 4.119 0.1179
H 4.787 -0.863 2.365 0.1107
H 3.073 -1.213 0.595 0.1076
C -3.327 -2.170 3.645 -0.0373
C -1.887 -2.244 4.053 -0.2916
C -1.577 -2.901 5.239 -0.0341
C -0.282 -2.990 5.711 -0.0601
C 0.746 -2.404 4.995 -0.0674
C 0.466 -1.776 3.797 -0.0843
C -0.834 -1.689 3.311 -0.3110
P -1.010 -1.022 1.610 1.1679
C -2.568 -0.078 1.609 -0.3276
C -3.471 -0.238 0.559 -0.0840
C -4.581 0.575 0.450 -0.0619
C -4.807 1.559 1.397 -0.0599
C -3.933 1.700 2.458 -0.0486
C -2.796 0.911 2.576 -0.2920
C -1.889 1.119 3.749 -0.0434
C -1.225 -2.643 0.782 -0.2762
C -1.522 -3.857 1.389 -0.0553
C -1.396 -5.039 0.679 -0.0686
C -0.917 -5.023 -0.620 -0.0701
C -0.610 -3.821 -1.233 -0.0397
C -0.782 -2.618 -0.550 -0.3206
C -0.612 -1.307 -1.180 -0.2211
H -3.869 -3.049 3.991 0.0930
H -3.445 -2.087 2.568 0.0641
H -3.794 -1.297 4.101 0.0940
H -2.379 -3.361 5.797 0.1185
H -0.077 -3.525 6.625 0.1092
H 1.759 -2.444 5.363 0.1053
H 1.275 -1.349 3.223 0.0754
H -3.320 -1.034 -0.158 0.1039
H -5.277 0.435 -0.363 0.1084
H -5.664 2.211 1.316 0.1099
H -4.132 2.440 3.220 0.1208
H -1.917 2.154 4.082 0.0869
H -0.859 0.867 3.502 0.0396
H -2.194 0.490 4.586 0.0916
H -1.860 -3.906 2.411 0.0957
H -1.657 -5.974 1.150 0.1073
H -0.785 -5.950 -1.156 0.1072
H -0.264 -3.808 -2.257 0.1107
H -1.596 -0.861 -1.342 0.0569
H -0.111 -1.409 -2.148 0.0245
C 3.304 -1.875 -2.141 -0.1726
S 2.182 -0.484 -2.587 1.0050
O 2.174 0.354 -1.352 -0.5461
C 3.338 0.313 -3.720 -0.3845
C 4.036 1.442 -3.340 -0.0768
C 4.895 2.043 -4.247 -0.0569
C 5.033 1.511 -5.519 -0.0603
C 4.320 0.381 -5.894 -0.0584
C 3.457 -0.217 -4.993 -0.0886
H 4.194 -1.467 -1.674 0.0683
H 3.561 -2.408 -3.047 0.0596
H 2.771 -2.534 -1.458 0.0526
H 3.896 1.844 -2.349 0.1141
H 5.449 2.927 -3.968 0.1139
H 5.701 1.975 -6.227 0.1111
H 4.429 -0.028 -6.887 0.1133
H 2.877 -1.085 -5.267 0.1171
```

- E_HOMO (spin up / spin down): -9.6087 / -10.1496 eV
- LUMO energy (spin up / spin down): -3.42 / -4.02 eV
- Charge: +1
- Expectation value of S²: 2.2056
- Frontier orbital gap (spin up / spin down): 6.19 / 6.13 eV
- Spin multiplicity: 3